[1]
Below is C7H13NO in the gas phase at a distorted geometry, with properties calculated with ωB97M-V with the def2-TZVPD basis set.

Properties
- frontier orbital gap (eV) = 10.1
- DFT total energy (eV) = -11006.234
- spin multiplicity = 1
- energy relative to the best compared isomer or geometry (same formula, charge and spin) (kJ/mol) = 146.53
- net charge = 0
- SMILES string = CC(C)(C=O)[C@]1(C)CN1

Geometry as XYZ:
```
22
Properties=species:S:1:pos:R:3:forces:R:3:mulliken_charge:R:1
O 1.861555 1.773438 0.467183 -0.0856 0.1585 0.0240 -0.478
N -0.808697 -0.332500 -1.818684 -0.9594 -0.3497 -0.5457 -0.825
C 0.094658 -0.460359 -0.710022 0.5265 -0.1081 0.3497 1.063
H 0.765466 -2.323499 -1.495796 0.0469 -0.0371 -0.0321 0.431
H -1.067881 2.137254 1.317176 -0.0427 0.0478 0.0304 0.454
C 0.512400 0.245494 -1.951012 0.2478 0.3901 0.1199 -0.822
H 1.566401 -1.867727 0.013728 0.1407 -0.0559 0.1064 0.324
H 0.038370 -1.242511 2.075012 -0.0804 -0.0470 -0.0075 0.433
H 1.163358 -0.263735 -2.643671 0.1229 -0.1272 -0.1130 0.288
H -0.095786 -2.483290 0.026138 -0.0369 -0.0982 0.0867 0.297
H -1.552788 0.345920 -1.708264 0.2304 0.1052 0.1186 0.298
C -0.989941 1.584005 0.382674 0.2304 -0.1406 0.0090 -1.943
H 1.837751 0.152219 1.649790 0.1422 0.0361 0.0350 0.372
H -0.987400 0.119663 2.550142 0.0255 -0.1046 -0.0365 0.465
H -0.572065 2.259333 -0.358714 -0.0093 0.0384 -0.0886 0.369
H -1.991520 1.279883 0.083123 -0.0808 0.0216 0.0453 0.454
C -0.095030 0.356697 0.596173 -0.3591 0.3202 -0.4923 2.095
H 0.647235 1.324232 -1.941886 -0.1493 -0.1324 0.1392 0.211
C 0.618320 -1.871559 -0.518205 -0.1893 0.2397 -0.1444 -1.591
H -1.567615 -1.039370 1.339203 0.0736 0.0111 0.1039 0.344
C -0.684925 -0.511439 1.709570 0.0826 0.1494 -0.0329 -1.920
C 1.308133 0.817852 0.936343 0.1234 -0.3175 0.3247 -0.319
```
Positions in Å, forces in eV/Å.

---

[2]
Below is 2 unconnected molecules or ions with the total composition C7H13NO at a distorted geometry, with properties calculated with ωB97M-V with the def2-TZVPD basis set.

Properties
- frontier orbital gap (eV) = 9.2
- DFT total energy (eV) = -11004.409
- spin multiplicity = 1
- energy relative to the best compared isomer or geometry (same formula, charge and spin) (kJ/mol) = 322.66
- net charge = 0
- SMILES string = C=C=C(O)CN.C=CC

Geometry as XYZ:
```
22
Properties=species:S:1:pos:R:3:forces:R:3:mulliken_charge:R:1
C 0.394606 0.774699 -1.836752 -0.9760 -0.2445 0.0630 -0.639
N 0.939248 -0.171123 -2.784523 0.0780 -0.1412 -0.1227 -0.619
H -1.315088 -1.811368 -0.840224 0.1859 -0.0654 -0.1080 0.279
H -2.106065 -0.183549 1.629040 0.0092 0.1757 -0.1137 0.343
H 0.413805 1.771051 -2.278569 -0.1376 0.0168 -0.0076 0.357
C -1.486186 -0.826746 1.012332 -0.6192 -0.8164 -0.3718 0.201
C -0.416144 -1.578684 1.740277 0.3613 0.5026 -0.0690 -0.990
O 2.122026 -0.058661 -0.372925 0.1236 0.0805 0.0691 -0.509
C 1.066819 0.816956 -0.486465 -0.5504 -0.3583 0.8127 0.493
H -2.786502 -0.738156 -0.651585 0.0392 0.4252 -0.1662 0.345
H 2.466502 -0.020817 0.528779 -0.0764 0.0530 -0.0969 0.364
H 0.251913 -2.079296 1.039876 0.0209 -0.0654 0.0237 0.272
H 0.171814 -0.891509 2.354423 0.0828 -0.1054 0.0153 0.233
C 0.504751 1.406786 0.550008 1.0574 0.2105 -0.6827 0.142
C 0.196993 2.268157 1.473042 -0.3355 -0.0358 0.3703 -0.820
H 0.694544 3.222785 1.566007 0.0821 0.1789 -0.1098 0.274
C -1.849831 -1.085185 -0.246156 -0.2051 -0.2745 0.8636 -1.029
H 0.933319 -1.106284 -2.386968 0.0867 0.1622 -0.1032 0.269
H 1.903962 0.058974 -2.998455 -0.0801 -0.1243 0.0380 0.274
H -0.575032 2.065642 2.203030 -0.1018 -0.0582 0.1436 0.248
H -0.847840 -2.323159 2.412446 -0.0666 0.0171 -0.0460 0.358
H -0.677615 0.489487 -1.626638 1.0215 0.4670 -0.4017 0.154
```
Positions in Å, forces in eV/Å.

---

[3]
Below is C7H13NO2 in the gas phase at a distorted geometry, with properties calculated with ωB97M-V with the def2-TZVPD basis set.

Properties
- frontier orbital gap (spin up / spin down) (eV) = 8.3 / 8.3
- DFT total energy (eV) = -13050.511
- spin multiplicity = 1
- energy relative to the best compared isomer or geometry (same formula, charge and spin) (kJ/mol) = 522.70
- net charge = 0

Geometry as XYZ:
```
23
Properties=species:S:1:pos:R:3:forces:R:3:mulliken_charge:R:1
O 2.411939 0.607579 1.102841 -2.8505 1.0618 -1.1528 -0.390
C -0.311814 -1.034808 1.256463 -2.1406 0.1331 1.3399 -1.510
H 0.931965 -1.210940 -1.560930 -0.5356 -1.0031 0.1016 0.402
H -1.231465 -1.031635 -1.262235 0.1744 0.5791 -0.4841 0.383
H -0.147212 -1.949454 0.701493 0.2537 -0.2719 -0.0158 0.387
H -1.393755 -1.158607 1.782544 2.3160 0.3274 -1.4390 0.351
H -1.829113 1.121706 1.640647 -1.1334 -0.1113 0.1012 0.467
N 3.173645 -0.171505 0.502730 2.0896 -1.8730 -0.2936 -0.208
C -0.385431 0.182716 0.319115 -1.5812 2.3066 1.9276 1.597
H -1.099290 2.279239 0.507822 -0.6092 1.1459 -1.1037 0.436
C 2.882388 -0.736235 -0.597441 -1.6311 0.5616 0.3000 -0.303
C 1.534504 -0.391849 -1.270968 1.1551 3.7224 -1.1245 -0.723
O 0.896338 1.995552 -0.700261 -0.4998 -1.8823 -0.2667 -0.428
H -1.817667 0.775489 -1.254996 0.5507 -1.4968 0.4923 0.318
C -1.476396 -0.142198 -0.663866 0.0427 0.7550 -2.0671 -1.661
H -0.325486 1.746360 1.869276 2.3211 0.7637 2.1467 0.502
H 1.784190 0.191757 -2.257070 -0.3229 -1.1777 1.4223 0.349
C 0.807697 0.612027 -0.431483 2.8747 1.4765 0.4604 0.211
C -0.958703 1.456199 1.131543 0.0445 -3.1569 -1.4294 -1.913
H 1.522063 2.311351 -1.399060 -0.4545 -1.2420 0.8427 0.411
H 0.345971 -0.952325 2.117053 0.4853 0.1418 -0.3412 0.356
H 3.407106 -1.550781 -0.996775 1.1547 -0.6241 -0.3813 0.432
H -2.271923 -0.515321 -0.102215 -1.7036 -0.1359 0.9645 0.536
```
Positions in Å, forces in eV/Å.

---

[4]
Below is a molecular structure, C7H13NO2 at a distorted geometry, with properties calculated with ωB97M-V with the def2-TZVPD basis set.

Properties
- frontier orbital gap (eV) = 9.6
- DFT total energy (eV) = -13052.022
- spin multiplicity = 1
- energy relative to the best compared isomer or geometry (same formula, charge and spin) (kJ/mol) = 376.92
- net charge = 0

Geometry as XYZ:
```
23
Properties=species:S:1:pos:R:3:forces:R:3:mulliken_charge:R:1
H -0.360113 2.796931 0.490941 0.2821 1.2380 0.5939 0.429
H -1.495913 1.729174 -0.156667 -2.1115 0.3674 -1.2105 0.464
H 0.634334 0.057678 -1.498077 0.0239 0.5910 -0.5539 0.672
N -0.748302 -0.509994 0.263025 3.1299 -0.5840 -1.2527 -0.383
H 1.639639 -1.644983 -2.833964 0.4077 0.2767 -0.6766 0.347
H 1.873612 1.156430 0.434507 0.7100 1.2002 -0.3453 0.353
H -1.852622 -1.369928 -1.207134 0.1141 -0.4842 -0.5305 0.265
C 1.260926 0.319428 0.627670 0.2946 -0.3943 0.6272 -1.224
H 0.142582 1.907096 -0.902611 -0.1158 -0.1756 -0.4828 0.334
C -0.552753 0.936526 2.411685 0.0607 -0.9284 -0.0479 -1.506
H 0.054520 -2.043344 -2.260722 -0.1144 -0.6126 0.1373 0.225
C -0.178558 0.678442 0.947762 -0.1207 1.5313 -1.2742 1.434
O 1.487808 -1.597177 -0.804841 1.0283 -3.3272 -1.2374 -0.424
H 1.801374 -0.213879 1.412489 -0.3453 -0.6815 -0.2408 0.315
H -0.143178 1.841663 2.861242 -0.0131 0.3541 -0.5773 0.346
C -0.481233 1.887217 -0.028833 0.6355 -1.0368 2.1141 -1.593
H 1.485623 -3.334485 -2.208757 -1.0353 2.4255 0.8175 0.239
H -1.665045 0.948998 2.537057 1.0303 -0.3244 0.0815 0.326
O -3.006914 -0.299943 0.008497 -1.1992 0.6885 0.3173 -0.552
C -1.934546 -0.708412 -0.350633 0.7964 0.1673 0.7315 0.103
H -0.005351 0.144414 2.970397 -1.0758 0.1001 -0.0025 0.366
C 1.115005 -2.216863 -2.097963 1.0593 -1.1132 0.5374 -0.573
C 0.929106 -0.464987 -0.615069 -3.4418 0.7220 2.4747 0.038
```
Positions in Å, forces in eV/Å.

---

[5]
Below is C7H13NS in the gas phase at a distorted geometry, with properties calculated with ωB97M-V with the def2-TZVPD basis set.

Properties
- frontier orbital gap (eV) = 9.5
- DFT total energy (eV) = -19795.171
- spin multiplicity = 1
- energy relative to the best compared isomer or geometry (same formula, charge and spin) (kJ/mol) = 0.00
- net charge = 0
- SMILES string = CC1=N[C@@H](C(C)C)CS1

Geometry as XYZ:
```
22
Properties=species:S:1:pos:R:3:forces:R:3:mulliken_charge:R:1
H 1.693902 1.430329 0.695700 -0.1074 -0.1109 -0.0151 0.334
H -0.943839 -2.166797 -0.394021 -0.2367 -0.2376 -0.0276 0.426
C -0.928769 -1.198142 0.091156 -0.2229 -1.1731 -0.3209 -0.958
N -0.703449 1.121838 -0.491026 -2.3857 -0.2357 1.9169 -0.658
H -0.435976 -1.335628 1.030147 0.0930 0.0741 0.8726 0.401
H 1.802167 0.270674 -1.414459 -0.1943 0.2189 -0.1957 0.321
H 2.873418 0.125142 0.848514 0.1068 0.0057 0.0701 0.433
C -2.513349 2.262500 0.721357 -0.8027 0.3095 -0.6970 -1.125
H 2.948075 -1.761268 -0.901936 -0.1168 0.1014 0.3053 0.428
S -2.586166 -0.540525 0.290717 -0.0285 -0.0480 0.4258 -0.216
H -1.775884 2.994060 0.988846 0.5134 0.2300 0.1513 0.325
H 1.275587 -0.056556 1.570712 0.0825 0.0686 -0.0751 0.282
H 1.444614 -2.232138 -1.627465 -0.1653 0.0515 -0.0779 0.387
C 1.343276 -0.296051 -0.606886 -0.0683 0.0106 0.2607 0.354
C 1.864101 -1.732661 -0.752852 -0.4018 -0.5165 0.6005 -1.509
C 1.817180 0.346643 0.707024 -0.1297 -0.2426 -0.1452 -1.367
H -3.145977 2.753539 -0.036520 0.0225 -0.2481 0.2279 0.262
C -0.203562 -0.225203 -0.772766 0.8758 0.6003 -0.9115 0.252
H -0.426791 -0.494726 -1.815313 -0.0092 0.2954 -0.0896 0.354
C -1.860330 1.057956 0.143197 2.7978 0.4580 -1.5446 0.634
H 1.591150 -2.364351 0.136142 0.3797 0.5399 -0.6926 0.285
H -3.129380 2.041366 1.589732 -0.0023 -0.1515 -0.0383 0.355
```
Positions in Å, forces in eV/Å.

---

[6]
Below is 2 unconnected molecules or ions with the total composition C7H13O4P at a distorted geometry, with properties calculated with ωB97M-V with the def2-TZVPD basis set.

Properties
- frontier orbital gap (spin up / spin down) (eV) = 7.1 / 7.1
- DFT total energy (eV) = -24946.281
- spin multiplicity = 1
- energy relative to the best compared isomer or geometry (same formula, charge and spin) (kJ/mol) = 371.28
- net charge = 0

Geometry as XYZ:
```
25
Properties=species:S:1:pos:R:3:forces:R:3:mulliken_charge:R:1
O -1.282652 -1.098002 0.652595 0.0999 1.4347 -1.0504 -0.497
H 0.487679 -0.429299 1.434606 2.3539 -0.1827 0.1887 0.283
C 1.589688 -1.177107 -0.261459 -3.2570 -0.6007 1.7929 0.641
O 1.160630 -2.448442 -0.338931 -0.2838 0.7816 0.2691 -0.543
C 2.233992 0.887898 0.759727 2.3103 -3.1102 -2.1006 -0.888
O -0.918641 1.421955 -0.268877 0.4324 0.7441 0.2651 -0.248
C 2.431954 -0.589442 -1.224457 0.1153 1.4463 2.9830 -0.911
H -1.708882 3.236981 -1.068830 0.2855 -0.3168 0.5942 0.263
H -2.588488 1.809092 -1.306425 -2.0411 -1.6433 -2.4155 0.397
H 0.342563 -2.536646 0.229942 0.9262 0.2004 -0.4751 0.474
H -3.215642 -0.434997 1.214418 -0.3560 1.6941 1.4343 0.295
H -2.874026 -2.212742 1.354795 -0.0496 1.8982 -1.1989 0.193
P -0.843576 -0.121714 -0.781827 1.3802 -0.7411 1.6743 0.638
C -2.026859 2.283291 -0.619357 1.7666 0.8637 1.9777 -0.832
H 2.251508 -1.235056 1.721776 -0.9725 1.5227 -0.4357 0.346
C 1.607797 -0.483715 1.119689 -0.7809 -0.9831 -0.5740 -0.179
H 3.578825 1.251821 -1.104875 -0.1947 -0.0695 -0.1749 0.450
H -3.088472 -1.239933 -0.211940 -0.8260 -0.6905 -1.4318 0.383
C -2.699863 -1.214946 0.759554 0.9979 -3.7381 1.3388 -0.804
H 1.486602 1.565104 0.647506 -2.3701 2.2012 -0.3150 0.319
H 2.774694 -1.242827 -1.923164 0.9771 -0.8453 -2.7834 0.565
O -1.930244 -0.289655 -1.747567 -0.8870 -0.5604 -1.3572 -0.766
C 2.835156 0.578642 -0.690033 0.3497 0.4256 1.2419 -0.246
H -2.614189 2.393103 0.283319 -0.1195 0.5309 0.1511 0.262
H 3.010450 1.326638 1.369823 0.1432 -0.2616 0.4012 0.404
```
Positions in Å, forces in eV/Å.

---

What is the spin multiplicity in the fifth record? 1

---

What is the energy relative to the best compared isomer or geometry (same formula, charge and spin) in the sixth record? 371.28 kJ/mol